Density functional theory data (the ωB97M-V functional and the def2-TZVPD basis) for 2 unconnected molecules or ions with the total composition C5H11NO.

Last column: natural (NBO) charge in e.
Element x y z (Å)
C  1.64  -1.42  -0.40  -0.689
C  1.18  -0.22  -0.15  0.497
N  1.24  1.00  0.08  -0.511
C  1.87  1.68  1.17  -0.411
H  2.69  -1.66  -0.36  0.235
H  0.94  -2.17  -0.74  0.240
H  2.83  2.09  0.84  0.206
H  1.25  2.56  1.38  0.201
H  2.01  1.06  2.06  0.184
C  -1.45  0.17  -1.52  -0.250
O  -1.05  -0.82  -0.58  -0.560
C  -1.97  -0.86  0.68  -0.254
H  -2.47  0.00  -1.88  0.165
H  -0.74  0.15  -2.34  0.203
H  -1.45  1.15  -1.03  0.172
H  -2.96  -1.05  0.28  0.184
H  -1.65  -1.72  1.26  0.203
H  -1.91  0.07  1.25  0.187

## Properties
HOMO	-0.290	hartree
electronic energy	-8897.474	eV
structure (SMILES)	C=C=NC.COC
energy above the lowest of the compared OMol25 structures with the same formula, charge and spin	4.223	eV


Density functional theory data (the ωB97M-V functional and the def2-TZVPD basis) for a molecular structure, C5H11NO.

Last column: natural (NBO) charge in e.
Element x y z (Å)
C  -1.71  -0.63  0.06  -0.641
C  -0.58  0.13  -0.60  -0.272
C  0.54  0.68  0.32  -0.078
C  0.23  0.97  1.77  -0.628
N  1.48  -0.41  0.12  -0.658
C  0.94  -0.96  -1.07  0.315
O  1.33  -0.46  -2.29  -0.712
H  -1.29  -1.53  0.52  0.202
H  -2.24  -0.07  0.84  0.205
H  -2.45  -0.94  -0.68  0.219
H  0.69  0.25  -2.39  0.480
H  -1.06  0.99  -1.15  0.196
H  0.98  1.57  -0.14  0.184
H  -0.47  1.80  1.86  0.217
H  -0.22  0.09  2.26  0.203
H  1.15  1.23  2.30  0.221
H  1.56  -1.08  0.88  0.371
H  1.23  -2.05  -1.10  0.174

## Properties
HOMO	-0.315	hartree
electronic energy	-8898.362	eV
energy above the lowest of the compared OMol25 structures with the same formula, charge and spin	3.335	eV


Density functional theory data (the ωB97M-V functional and the def2-TZVPD basis) for 2 unconnected molecules or ions with the total composition C5H11NO.

Last column: natural (NBO) charge in e.
Element x y z (Å)
C  0.44  -0.44  2.24  -0.374
C  -0.35  -0.91  1.18  -0.240
C  -0.49  -0.15  -0.12  -0.370
C  -0.55  -0.79  -1.37  0.243
C  -1.74  -0.09  -2.28  -0.613
N  -0.37  -2.14  -1.60  -0.837
H  -0.08  -0.32  3.21  0.191
H  1.53  -0.25  2.15  0.195
H  -1.03  -1.59  1.50  0.178
H  -0.90  0.84  -0.13  0.215
H  -1.91  0.90  -1.88  0.214
H  -1.58  -0.09  -3.31  0.197
H  -2.52  -0.75  -2.26  0.209
H  -0.08  -2.65  -0.78  0.391
H  -0.30  -2.57  -2.53  0.402
O  2.99  3.92  1.93  -0.922
H  3.16  3.14  1.50  0.460
H  3.77  3.96  2.55  0.463

## Properties
HOMO	-0.283	hartree
electronic energy	-8897.036	eV
structure (SMILES)	C=C/C=C(/C)N.O
energy above the lowest of the compared OMol25 structures with the same formula, charge and spin	4.661	eV


Density functional theory data (the ωB97M-V functional and the def2-TZVPD basis) for a single C5H11NO molecule.

Last column: natural (NBO) charge in e.
Element x y z (Å)
C  -0.11  1.03  1.58  -0.511
C  -0.87  1.00  0.51  0.192
N  -1.03  2.15  -0.36  -0.812
C  -1.17  -0.39  -0.15  -0.443
C  0.08  -0.79  -1.09  -0.419
C  1.55  -0.86  -0.46  -0.082
O  1.67  -2.25  -0.12  -0.747
H  0.15  0.17  2.20  0.192
H  0.26  1.82  2.10  0.195
H  -1.96  2.34  -0.46  0.360
H  -0.54  2.91  0.06  0.364
H  -1.38  -1.17  0.62  0.216
H  -2.05  -0.39  -0.92  0.220
H  -0.23  -1.80  -1.37  0.220
H  0.15  -0.25  -2.10  0.210
H  1.70  -0.20  0.40  0.191
H  2.33  -0.84  -1.30  0.188
H  1.43  -2.45  0.85  0.464

## Properties
HOMO	-0.324	hartree
electronic energy	-8898.862	eV
structure (SMILES)	C=C(N)CCCO
energy above the lowest of the compared OMol25 structures with the same formula, charge and spin	2.835	eV


Density functional theory data (the ωB97M-V functional and the def2-TZVPD basis) for 2 unconnected molecules or ions with the total composition C5H11NO.

Last column: natural (NBO) charge in e.
Element x y z (Å)
C  -2.06  -0.84  0.15  -0.484
C  -1.04  -0.76  1.00  -0.012
N  0.18  -0.10  0.72  -0.454
C  1.43  -0.80  0.90  -0.242
C  0.94  -0.47  -0.46  -0.064
C  1.52  0.64  -1.29  -0.623
H  -1.99  -0.42  -0.85  0.211
H  -3.00  -1.30  0.45  0.213
H  -1.11  -1.13  2.02  0.198
H  2.23  -0.21  1.35  0.203
H  1.39  -1.84  1.22  0.199
H  0.52  -1.31  -1.02  0.203
H  0.73  1.13  -1.88  0.227
H  2.28  0.26  -1.98  0.218
H  1.99  1.40  -0.66  0.215
O  -1.44  2.27  0.11  -0.953
H  -2.05  1.66  0.55  0.468
H  -0.58  1.88  0.34  0.479

## Properties
HOMO	-0.329	hartree
electronic energy	-8899.371	eV
structure (SMILES)	C=CN1C[C@@H]1C.O
energy above the lowest of the compared OMol25 structures with the same formula, charge and spin	2.326	eV


Density functional theory data (the ωB97M-V functional and the def2-TZVPD basis) for a single C5H11NO molecule.

Last column: natural (NBO) charge in e.
Element x y z (Å)
C  2.11  -0.62  0.58  -0.578
C  1.37  -0.02  -0.58  -0.199
N  -0.05  0.26  -0.44  -0.458
C  -0.46  1.58  0.02  -0.393
C  -0.87  -0.79  -0.25  0.684
C  -2.25  -0.48  0.29  -0.705
O  -0.49  -1.92  -0.38  -0.627
H  2.02  -0.02  1.27  0.158
H  3.29  -0.91  0.26  0.210
H  1.47  -1.69  0.78  0.236
H  1.61  -0.86  -1.50  0.206
H  1.75  0.89  -0.82  0.180
H  -1.49  1.88  -0.54  0.206
H  0.33  2.21  -0.62  0.212
H  -0.56  1.72  0.98  0.180
H  -2.76  0.10  -0.55  0.222
H  -2.89  -1.42  0.34  0.248
H  -2.11  0.08  1.15  0.217

## Properties
HOMO	-0.338	hartree
electronic energy	-8898.051	eV
structure (SMILES)	CCN(C)C(C)=O
energy above the lowest of the compared OMol25 structures with the same formula, charge and spin	3.646	eV


Density functional theory data (the ωB97M-V functional and the def2-TZVPD basis) for 2 unconnected molecules or ions with the total composition C5H11NO.

Last column: natural (NBO) charge in e.
Element x y z (Å)
C  -2.64  1.68  -1.12  -0.053
N  -2.09  0.55  -1.02  -0.389
C  -0.75  0.38  -0.60  -0.053
C  -0.47  0.54  0.70  -0.235
C  0.72  -0.12  1.36  -0.455
C  0.47  -1.63  1.33  -0.602
H  -3.71  1.76  -0.94  0.177
H  -2.05  2.60  -1.13  0.141
H  -0.05  0.18  -1.40  0.189
H  -1.03  1.41  1.05  0.207
H  1.48  0.15  0.63  0.233
H  0.97  0.22  2.36  0.210
H  -0.56  -1.90  1.57  0.207
H  1.09  -2.22  1.99  0.202
H  0.68  -2.00  0.33  0.215
O  2.48  -0.73  -1.40  -0.933
H  3.39  -0.45  -1.48  0.471
H  2.09  -0.42  -2.22  0.467

## Properties
HOMO	-0.294	hartree
electronic energy	-8898.213	eV
structure (SMILES)	C=N/C=C/CC.O
energy above the lowest of the compared OMol25 structures with the same formula, charge and spin	3.485	eV


Density functional theory data (the ωB97M-V functional and the def2-TZVPD basis) for a single C5H11NO molecule.

Last column: natural (NBO) charge in e.
Element x y z (Å)
C  -1.87  -0.17  -1.40  -0.616
C  -1.24  -0.02  0.05  -0.401
C  0.31  0.36  0.09  -0.093
C  0.64  1.64  0.92  -0.620
N  0.97  -0.81  0.71  -0.625
C  2.02  -1.34  0.02  0.520
O  2.44  -0.89  -1.03  -0.623
H  -1.67  0.62  -2.13  0.211
H  -1.52  -1.10  -1.89  0.210
H  -2.94  -0.33  -1.27  0.213
H  -1.95  0.37  1.07  0.203
H  -1.21  -1.07  0.30  0.200
H  0.84  0.37  -0.90  0.259
H  0.64  2.60  0.39  0.219
H  -0.08  1.78  1.74  0.202
H  1.61  1.53  1.41  0.218
H  0.52  -1.31  1.48  0.401
H  2.49  -2.22  0.47  0.120

## Properties
HOMO	-0.355	hartree
electronic energy	-8899.901	eV
structure (SMILES)	CC[C@@H](C)NC=O
energy above the lowest of the compared OMol25 structures with the same formula, charge and spin	1.796	eV


Density functional theory data (the ωB97M-V functional and the def2-TZVPD basis) for a single C5H11NO molecule.

Last column: natural (NBO) charge in e.
Element x y z (Å)
C  -1.97  -0.50  1.20  -0.657
C  -0.57  -0.01  1.50  -0.220
N  0.48  -0.80  0.76  -0.665
C  1.56  0.13  0.44  -0.219
C  1.29  1.07  -0.78  -0.540
C  0.26  0.05  -1.46  0.432
O  -0.64  0.35  -2.19  -0.533
H  -2.34  -0.05  0.27  0.224
H  -2.70  0.03  1.82  0.226
H  -2.18  -1.57  1.16  0.212
H  -0.52  0.98  1.04  0.170
H  -0.33  0.13  2.55  0.187
H  -0.10  -1.49  0.31  0.407
H  1.78  0.70  1.34  0.211
H  2.45  -0.47  0.27  0.207
H  2.23  1.06  -1.34  0.231
H  0.67  1.96  -0.82  0.231
H  0.79  -0.85  -1.83  0.097

## Properties
HOMO	-0.328	hartree
electronic energy	-8898.041	eV
structure (SMILES)	CCNCCC=O
energy above the lowest of the compared OMol25 structures with the same formula, charge and spin	3.657	eV


Density functional theory data (the ωB97M-V functional and the def2-TZVPD basis) for 2 unconnected molecules or ions with the total composition C5H11NO.

Last column: natural (NBO) charge in e.
Element x y z (Å)
C  1.15  -0.03  0.89  -0.340
C  -0.12  0.37  1.00  0.098
C  -1.23  -0.53  1.47  -0.650
N  -0.51  1.61  0.38  -0.649
C  -1.02  1.67  -0.88  0.531
O  -1.11  0.72  -1.64  -0.609
H  1.46  -1.03  1.19  0.214
H  1.92  0.56  0.40  0.218
H  -0.83  -1.46  1.88  0.219
H  -1.83  -0.04  2.25  0.216
H  -1.91  -0.80  0.65  0.233
H  -0.50  2.45  0.93  0.401
H  -1.35  2.68  -1.16  0.112
C  1.25  -1.15  -1.33  -0.873
H  0.69  -2.07  -1.49  0.213
H  1.31  -0.50  -2.20  0.220
H  2.27  -1.41  -0.98  0.193
H  0.59  -0.59  -0.64  0.253

## Properties
HOMO	-0.326	hartree
electronic energy	-8899.295	eV
structure (SMILES)	C=C(C)NC=O.C
energy above the lowest of the compared OMol25 structures with the same formula, charge and spin	2.402	eV


Density functional theory data (the ωB97M-V functional and the def2-TZVPD basis) for a single C5H11NO molecule.

Last column: natural (NBO) charge in e.
Element x y z (Å)
C  -0.81  2.44  0.15  -0.644
C  0.29  1.41  0.13  -0.133
C  0.51  0.64  1.36  -0.264
N  -0.14  -0.19  0.40  -0.421
C  0.83  -1.18  -0.15  -0.286
C  0.09  -2.13  -1.08  -0.067
O  -1.02  -2.69  -0.41  -0.719
H  -1.11  2.72  -0.87  0.218
H  -0.50  3.36  0.66  0.223
H  -1.67  2.04  0.69  0.220
H  0.47  0.87  -0.79  0.254
H  -0.20  0.89  2.15  0.213
H  1.49  0.35  1.72  0.195
H  1.73  -0.76  -0.64  0.189
H  1.19  -1.75  0.72  0.203
H  -0.22  -1.60  -1.99  0.152
H  0.73  -2.97  -1.39  0.183
H  -1.45  -1.93  0.02  0.483

## Properties
HOMO	-0.332	hartree
electronic energy	-8897.848	eV
structure (SMILES)	C[C@H]1CN1CCO
energy above the lowest of the compared OMol25 structures with the same formula, charge and spin	3.850	eV


Density functional theory data (the ωB97M-V functional and the def2-TZVPD basis) for a single C5H11NO molecule.

Last column: natural (NBO) charge in e.
Element x y z (Å)
C  2.37  0.02  -0.59  -0.621
C  1.12  0.86  -0.36  -0.207
N  -0.11  0.06  -0.44  -0.438
C  -0.51  -0.40  -1.75  -0.420
C  -0.92  -0.18  0.63  0.682
C  -0.65  0.53  1.94  -0.713
O  -1.89  -0.92  0.54  -0.636
H  2.12  -0.77  -1.30  0.212
H  3.21  0.58  -0.98  0.216
H  2.64  -0.48  0.34  0.210
H  1.03  1.67  -1.09  0.187
H  1.10  1.34  0.61  0.207
H  -1.46  -0.90  -1.68  0.251
H  0.18  -1.13  -2.17  0.189
H  -0.57  0.45  -2.43  0.189
H  -1.46  0.27  2.61  0.248
H  0.31  0.28  2.39  0.224
H  -0.61  1.60  1.76  0.220

## Properties
HOMO	-0.337	hartree
electronic energy	-8901.223	eV
structure (SMILES)	CCN(C)C(C)=O
energy above the lowest of the compared OMol25 structures with the same formula, charge and spin	0.474	eV


Density functional theory data (the ωB97M-V functional and the def2-TZVPD basis) for a single C5H11NO molecule.

Last column: natural (NBO) charge in e.
Element x y z (Å)
C  -1.49  -1.16  0.57  -0.601
C  -0.26  -0.24  0.66  -0.207
C  -0.42  1.23  1.02  -0.628
C  0.58  -0.42  -0.62  -0.161
N  -0.10  0.12  -1.80  -0.825
C  1.96  0.19  -0.43  0.432
O  2.77  -0.29  0.31  -0.518
H  -2.14  -0.89  -0.26  0.220
H  -2.04  -1.15  1.51  0.208
H  -1.10  -2.17  0.44  0.208
H  0.38  -0.71  1.42  0.212
H  -1.03  1.77  0.28  0.207
H  -1.02  1.36  1.92  0.221
H  0.53  1.73  1.20  0.215
H  0.78  -1.48  -0.77  0.216
H  0.38  -0.11  -2.67  0.360
H  0.00  1.12  -1.77  0.346
H  2.21  1.10  -1.02  0.098

## Properties
HOMO	-0.345	hartree
electronic energy	-8900.548	eV
structure (SMILES)	CC(C)[C@@H](N)C=O
energy above the lowest of the compared OMol25 structures with the same formula, charge and spin	1.150	eV


no.,frontier orbital gap (eV)
1,8.85
2,9.58
3,8.44
4,9.76
5,9.95
6,10.00
7,8.60
8,10.54
9,9.96
10,9.69
11,10.17
12,10.06
13,10.34